1.
54
Properties=species:S:1:pos:R:3 method="wB97M-V/def2-TZVPD" multiplicity=5 e_lumo_ev="-5.28 / -4.29" charge=+1 homo_energy_ev="-10.786 / -11.339"
Mn 1.469 -0.934 0.463
C -1.085 -1.865 -2.426
N -1.443 -1.871 -1.035
C -2.592 -1.388 -0.483
C -2.518 -1.616 0.857
N -1.339 -2.237 1.136
B -1.059 -2.750 2.600
N 0.372 -3.323 2.704
C 0.727 -4.636 2.739
C 2.077 -4.717 2.890
N 2.552 -3.440 2.949
C 3.921 -3.033 3.081
C 1.498 -2.608 2.812
S 1.622 -0.893 2.754
C -0.677 -2.377 -0.026
S 0.845 -3.126 -0.333
H -1.775 -1.225 -2.969
H -1.129 -2.875 -2.838
H -0.061 -1.498 -2.544
H -3.354 -0.914 -1.066
H -3.212 -1.381 1.638
H -1.826 -3.625 2.810
H -1.160 -1.811 3.319
H -0.004 -5.413 2.659
H 2.722 -5.567 2.971
H 4.548 -3.919 3.154
H 4.047 -2.425 3.978
H 4.221 -2.440 2.211
C -2.717 5.946 -1.441
C -1.887 4.713 -1.456
C -1.103 4.368 -2.555
C -0.291 3.254 -2.550
C 0.492 2.910 -3.780
C -0.245 2.437 -1.383
C 0.699 1.374 -1.341
O 0.760 0.461 -0.486
C -1.087 2.749 -0.276
C -1.099 1.915 0.964
C -1.878 3.877 -0.339
H -2.665 6.478 -2.386
H -2.371 6.610 -0.648
H -3.759 5.708 -1.230
H -1.137 4.990 -3.437
H 0.258 3.611 -4.577
H 0.249 1.906 -4.125
H 1.565 2.963 -3.594
H 1.469 1.371 -2.124
H -1.494 0.918 0.755
H -1.727 2.377 1.719
H -0.092 1.811 1.376
H -2.503 4.128 0.504
S 5.740 -1.049 -1.045
C 4.273 -0.976 -0.488
N 3.161 -0.946 -0.059


2.
16
Properties=species:S:1:pos:R:3 method="wB97M-V/def2-TZVPD" e_lumo_ev=0.96 smiles="C=C(N)OCCO" de_lowest_kcal_mol=50.9 homo_energy_ev=-7.872
N -0.911 -0.054 2.196
C -0.529 0.550 1.010
O 0.808 0.448 0.784
C -1.377 1.155 0.166
C 1.217 0.395 -0.581
C 0.665 -0.797 -1.364
O 0.683 -1.928 -0.525
H -0.179 -0.345 2.826
H -1.708 0.374 2.641
H -2.446 1.066 0.293
H -0.998 1.794 -0.619
H 0.961 1.316 -1.122
H 2.304 0.330 -0.524
H -0.347 -0.590 -1.736
H 1.324 -0.933 -2.239
H 0.204 -2.636 -0.971


3.
18
Properties=species:S:1:pos:R:3 method="wB97M-V/def2-TZVPD" e_lumo_ev=0.83 smiles="NCCCC=O.O" de_lowest_kcal_mol=34.3 homo_energy_ev=-9.387
O 1.390 -0.396 -0.484
C 0.270 -0.370 -0.942
C -0.594 0.856 -0.843
C -1.564 0.736 0.317
C -0.975 0.584 1.731
N -2.085 0.696 2.688
H -0.143 -1.308 -1.344
H 0.164 1.625 -0.675
H -1.117 0.944 -1.796
H -2.336 -0.013 0.109
H -2.198 1.614 0.469
H -0.521 -0.359 2.022
H -0.279 1.425 1.791
H -2.214 1.598 3.137
H -2.058 -0.032 3.393
H 3.991 -1.891 -2.078
H 2.635 -1.199 -1.816
O 3.071 -1.852 -2.386


4.
27
Properties=species:S:1:pos:R:3 method="wB97M-V/def2-TZVPD" e_lumo_ev=0.15 smiles=O.O.O.O.O.O.O.O.O de_lowest_kcal_mol=73.5 homo_energy_ev=-11.277
O -0.558 -4.969 -0.564
H -0.818 -5.779 -0.127
H -1.334 -4.702 -1.056
O -0.981 5.923 4.194
H -0.663 5.026 4.092
H -1.160 6.009 5.130
O -0.457 -0.905 -5.568
H 0.219 -0.997 -6.239
H 0.028 -0.831 -4.746
O -2.699 0.942 4.242
H -3.288 1.637 4.536
H -3.095 0.136 4.573
O -4.214 1.319 -0.714
H -3.552 1.963 -0.965
H -3.827 0.854 0.028
O 0.471 0.203 -0.773
H 0.459 -0.650 -0.337
H 0.262 0.829 -0.080
O 4.046 -5.005 -3.167
H 3.168 -5.041 -2.789
H 4.419 -5.869 -2.991
O -1.403 4.865 -2.040
H -0.853 5.292 -1.383
H -0.782 4.498 -2.670
O 5.469 -1.396 3.474
H 6.294 -1.455 2.993
H 4.848 -1.898 2.946


5.
10
Properties=species:S:1:pos:R:3 method="wB97M-V/def2-TZVPD" e_lumo_ev=0.63 de_lowest_kcal_mol=110.5 homo_energy_ev=-9.202
C 1.007 0.000 -1.011
C 0.378 0.623 0.583
C -0.250 -0.207 -0.266
H 1.097 0.305 -2.017
H 1.697 -0.827 -0.873
H -2.181 -1.074 0.102
N -0.375 0.775 1.720
N -1.505 0.089 1.500
N -1.365 -0.616 0.340
O 1.496 0.932 -0.077


6.
26
Properties=species:S:1:pos:R:3 method="wB97M-V/def2-TZVPD" multiplicity=3 e_lumo_ev="-12.66 / -14.94" charge=+3 homo_energy_ev="-20.709 / -20.626"
O -0.214 3.002 -2.086
C -0.220 1.849 -2.075
Au -0.193 -0.193 -2.179
O -0.212 -0.203 -5.280
C -0.209 -0.200 -4.143
C -0.211 -2.255 -2.066
O -0.214 -3.394 -2.079
C -2.263 -0.199 -2.065
O -3.402 -0.202 -2.079
C 1.836 -0.214 -2.075
O 2.989 -0.210 -2.085
C 0.384 0.373 3.292
N -0.149 -0.161 2.105
C -1.181 -1.209 2.095
C 0.302 0.304 0.903
C 1.326 1.345 0.678
O -0.372 -0.376 0.044
H -0.077 -0.099 4.139
H 0.195 1.448 3.332
H 1.462 0.200 3.325
H -2.106 -0.880 1.637
H -0.840 -2.127 1.630
H -1.399 -1.437 3.141
H 2.172 0.948 0.124
H 0.911 2.190 0.136
H 1.685 1.701 1.631


7.
67
Properties=species:S:1:pos:R:3 method="wB97M-V/def2-TZVPD" e_lumo_ev="4.33 / 4.33" charge=-2 homo_energy_ev="1.405 / 1.414"
Ti -0.162 0.260 0.086
C 1.834 -0.454 -3.697
O 0.624 -0.254 -4.398
C -0.466 -0.967 -3.917
C -1.224 -1.654 -4.876
C -2.334 -2.369 -4.422
C -2.663 -2.421 -3.088
C -1.905 -1.739 -2.076
C -2.236 -1.836 -0.734
N -1.505 -1.245 0.285
N -1.723 -1.723 1.511
C -0.950 -1.117 2.380
O -0.143 -0.164 1.954
C -0.877 -1.554 3.760
C 0.055 -0.980 4.639
C 0.142 -1.395 5.956
C -0.694 -2.391 6.450
C -1.626 -2.966 5.586
C -1.719 -2.559 4.270
C -0.793 -0.964 -2.574
O -0.071 -0.224 -1.705
H 2.639 -0.161 -4.377
H 1.957 -1.512 -3.429
H 1.883 0.148 -2.788
H -0.929 -1.612 -5.915
H -2.949 -2.907 -5.139
H -3.526 -2.997 -2.765
H -3.073 -2.456 -0.423
H 0.701 -0.201 4.256
H 0.874 -0.930 6.610
H -0.625 -2.713 7.483
H -2.291 -3.744 5.947
H -2.441 -3.006 3.599
O 2.320 -0.252 0.064
C 3.045 -1.365 -0.392
C 2.217 -2.630 -0.402
C 2.693 -3.769 -1.051
C 1.893 -4.899 -1.061
C 0.662 -4.857 -0.420
C 0.289 -3.685 0.218
N 1.059 -2.597 0.230
H 2.509 0.497 -0.549
H 3.930 -1.528 0.241
H 3.407 -1.186 -1.413
H 3.652 -3.752 -1.557
H 2.216 -5.797 -1.575
H -0.005 -5.709 -0.422
H -0.660 -3.589 0.732
O -0.392 3.132 2.114
C 0.390 3.217 1.197
N 0.866 2.197 0.384
C 1.817 2.702 -0.436
O 2.556 2.081 -1.209
C 1.930 4.192 -0.238
C 2.719 5.144 -0.849
C 2.579 6.457 -0.404
C 1.688 6.781 0.617
C 0.906 5.805 1.232
C 1.050 4.511 0.774
H 3.407 4.874 -1.640
H 3.170 7.243 -0.860
H 1.604 7.813 0.937
H 0.213 6.037 2.029
C -1.877 1.528 -0.188
H -2.271 1.846 0.782
H -2.637 0.948 -0.717
H -1.646 2.426 -0.778


8.
13
Properties=species:S:1:pos:R:3 method="wB97M-V/def2-TZVPD" e_lumo_ev=4.39 charge=-1 de_lowest_kcal_mol=32.5 homo_energy_ev=-3.989
N 0.715 -1.951 -0.106
C 0.252 -0.598 -0.660
O -0.280 0.155 0.425
H 1.416 -1.828 0.587
H -0.249 -2.403 0.173
H 1.149 -0.036 -1.129
H -0.244 -0.750 -1.703
H -1.811 0.491 0.281
H -3.286 1.278 0.956
O -2.824 0.930 0.144
H 2.059 2.289 0.036
H 1.118 0.947 0.496
O 1.986 1.476 0.499


9.
14
Properties=species:S:1:pos:R:3 method="wB97M-V/def2-TZVPD" e_lumo_ev=0.76 de_lowest_kcal_mol=43.1 homo_energy_ev=-10.000
C -1.679 0.000 -0.596
C -0.810 0.171 0.624
N -0.762 1.140 1.431
O 0.039 -0.901 0.773
C 1.422 -0.629 0.629
C 1.671 -0.120 -0.782
O 2.365 0.826 -1.057
H -2.691 0.380 -0.443
H -1.224 0.556 -1.426
H -1.714 -1.054 -0.877
H -1.465 1.837 1.177
H 1.804 0.085 1.364
H 1.918 -1.598 0.751
H 1.126 -0.692 -1.567


10.
56
Properties=species:S:1:pos:R:3 method="wB97M-V/def2-TZVPD" e_lumo_ev=0.59 smiles="CC[C@@H](C)NC(=O)CNC(=S)N(Cc1ccc(F)cc1)C1CCCCC1" de_lowest_kcal_mol=1.8 homo_energy_ev=-8.360
C 3.135 0.358 1.318
H 3.593 1.208 0.816
H 2.965 0.623 2.359
H 2.170 0.168 0.850
C 4.030 -0.871 1.220
H 3.567 -1.712 1.737
H 4.989 -0.665 1.698
C 4.286 -1.283 -0.236
N 3.032 -1.608 -0.903
C 2.212 -2.603 -0.537
O 2.435 -3.433 0.322
C 0.866 -2.569 -1.289
N -0.015 -1.626 -0.639
C -0.063 -0.310 -0.930
N -0.871 0.477 -0.178
C -1.630 -0.077 0.925
C -2.610 -1.158 0.524
C -2.932 -2.164 1.428
C -3.847 -3.147 1.097
C -4.434 -3.113 -0.155
C -4.130 -2.127 -1.075
C -3.217 -1.149 -0.725
H -2.967 -0.376 -1.436
H -4.603 -2.131 -2.044
F -5.324 -4.068 -0.486
H -4.104 -3.931 1.791
H -2.465 -2.181 2.402
H -2.196 0.743 1.371
H -0.954 -0.459 1.704
C -0.886 1.922 -0.371
C -2.270 2.448 -0.753
C -2.188 3.946 -1.038
C -1.637 4.698 0.169
C -0.262 4.158 0.548
C -0.341 2.665 0.851
H -0.990 2.512 1.717
H 0.650 2.279 1.098
H 0.122 4.690 1.421
H 0.433 4.323 -0.277
H -1.568 5.763 -0.059
H -2.320 4.581 1.014
H -3.179 4.324 -1.295
H -1.533 4.111 -1.896
H -2.987 2.273 0.053
H -2.627 1.926 -1.642
H -0.211 2.114 -1.211
S 0.818 0.295 -2.213
H -0.444 -1.961 0.209
H 0.406 -3.558 -1.242
H 1.005 -2.268 -2.329
H 2.664 -0.928 -1.561
C 5.255 -2.459 -0.320
H 5.423 -2.733 -1.359
H 4.840 -3.315 0.204
H 6.207 -2.192 0.132
H 4.704 -0.429 -0.780


11.
11
Properties=species:S:1:pos:R:3 method="wB97M-V/def2-TZVPD" e_lumo_ev=0.77 smiles="NC=O.O=CO" de_lowest_kcal_mol=31.2 homo_energy_ev=-10.375
C -0.112 0.898 -1.013
N -0.800 1.367 0.107
O -0.680 0.287 -1.937
H 0.911 1.286 -1.090
H -1.720 0.932 0.421
H -0.275 1.993 0.827
O -0.104 -0.754 1.682
C 0.533 -1.546 0.944
O 0.745 -1.472 -0.431
H 1.246 -2.245 1.411
H 0.257 -0.744 -0.922


12.
62
Properties=species:S:1:pos:R:3 method="wB97M-V/def2-TZVPD" e_lumo_ev=0.20 smiles="CCOCc1cc(CN2CCC(n3nccc3NC(=O)C3CC3)CC2)ccc1OC" de_lowest_kcal_mol=614.9 homo_energy_ev=-7.313
C -3.966 -3.554 2.127
C -3.706 -2.744 0.768
O -4.982 -2.244 0.312
C -5.090 -1.663 -0.911
C -4.440 -0.464 -0.949
C -3.215 -0.209 -1.176
C -2.586 0.964 -0.936
C -3.192 2.175 -0.645
C -4.529 2.042 -0.182
C -5.099 0.754 -0.226
O -6.480 0.775 0.192
C -7.247 1.722 0.664
H -8.101 1.032 0.884
H -6.648 2.056 1.730
H -7.269 2.457 -0.046
H -5.041 2.835 0.482
H -2.626 2.937 -0.352
C -1.108 1.201 -1.472
N -0.127 1.761 -0.495
C 1.059 2.154 -0.689
C 1.989 0.967 -1.316
H 1.534 0.571 -1.962
H 3.015 1.492 -1.409
C 2.070 -0.009 0.080
N 2.956 -1.005 -0.736
C 4.397 -1.253 -0.468
C 4.659 -2.675 -1.023
C 3.455 -2.886 -1.416
N 2.336 -2.290 -0.960
H 3.264 -4.030 -1.785
H 5.642 -2.779 -1.195
N 5.067 -0.290 -0.052
C 6.496 -0.232 0.156
O 7.124 -1.312 -0.298
C 7.038 0.880 0.756
C 6.475 1.869 1.950
C 6.511 2.329 0.403
H 5.572 2.451 0.268
H 7.155 3.184 0.445
H 5.372 1.434 2.386
H 7.167 1.954 2.850
H 8.012 0.943 0.996
H 4.508 0.494 0.466
C 0.684 -0.683 0.307
C -0.260 0.724 0.552
H -1.011 0.262 0.840
H 0.327 1.056 1.555
H 0.451 -1.245 -0.521
H 0.815 -1.127 1.029
H 2.457 0.477 0.841
H 1.021 2.880 -1.666
H 1.537 2.668 0.010
H -0.545 0.388 -2.138
H -0.951 1.976 -2.195
H -2.533 -1.033 -1.558
H -4.619 -2.140 -1.457
H -6.226 -1.560 -1.194
H -3.452 -3.330 0.041
H -3.197 -1.758 0.985
H -2.897 -3.892 2.691
H -4.435 -3.025 2.722
H -4.588 -4.432 1.938


13.
97
Properties=species:S:1:pos:R:3 method="wB97M-V/def2-TZVPD" multiplicity=5 e_lumo_ev="0.56 / -0.17" de_lowest_kcal_mol=54.4 homo_energy_ev="-5.132 / -7.372"
C 0.895 -4.953 -1.776
C 0.678 -3.670 -2.558
H -0.041 -5.528 -1.795
H 1.145 -4.764 -0.728
H 1.687 -5.531 -2.266
C 0.653 -3.671 -3.962
C 0.453 -4.850 -4.843
H 1.038 -2.794 -4.487
H 0.533 -5.821 -4.329
H 1.221 -4.788 -5.635
H -0.518 -4.830 -5.376
Rh 1.360 1.112 1.262
Cl 2.969 -0.466 1.832
Cl -1.783 -1.509 1.939
H -1.070 3.008 5.081
H 1.399 1.201 6.673
C -1.314 2.000 5.450
C 0.489 0.617 6.490
N -0.198 1.087 5.301
H -2.183 1.644 4.882
C 0.306 0.866 4.080
O -0.190 1.370 3.040
H 0.781 -0.424 6.346
H 1.192 0.228 4.053
H -1.556 2.049 6.515
H -0.188 0.715 7.340
H -2.284 -2.975 -0.604
H -2.275 -1.780 -3.354
C -3.218 -2.396 -0.622
C -3.219 -1.450 -2.892
N -3.064 -1.230 -1.463
H -3.452 -2.081 0.395
C -3.111 0.046 -0.971
O -2.945 0.400 0.192
H -3.529 -0.504 -3.360
H -3.337 0.780 -1.780
H -4.011 -3.031 -1.030
H -3.982 -2.217 -3.072
O -0.220 -2.725 -1.685
C 1.094 -2.328 -1.912
C 0.695 -0.638 -3.828
C 1.430 -1.148 -2.752
H -0.216 -1.137 -4.179
C 1.210 0.479 -4.520
H 1.686 -2.420 -0.992
C 2.602 -0.477 -2.317
H 0.661 0.852 -5.389
C 2.422 1.053 -4.139
C 3.115 0.607 -3.004
H 3.082 -0.834 -1.407
H 2.831 1.865 -4.739
H 4.049 1.044 -2.648
Si -1.523 -3.449 2.694
Cl 0.597 -0.077 -0.337
C -3.238 -4.140 3.146
C -0.359 -2.975 4.129
C -0.570 -4.423 1.465
H -3.989 -3.820 2.408
H -3.601 -3.802 4.128
H -3.273 -5.247 3.169
H -1.074 -4.484 0.500
H -0.384 -5.439 1.828
H 0.393 -3.929 1.300
H 0.457 -2.370 3.705
H 0.114 -3.810 4.668
H -0.860 -2.348 4.879
C -0.801 2.045 -2.181
C 0.492 2.723 -1.712
C 0.569 4.114 -2.336
P 0.737 2.767 0.111
C 2.647 2.875 0.465
C 3.412 3.623 -0.628
C 2.868 3.342 1.887
C -0.375 3.888 1.012
C 0.013 5.339 0.746
C -1.832 3.582 0.660
H -1.698 2.551 -1.794
H -0.809 0.987 -1.877
H -0.829 2.093 -3.280
H 1.342 2.099 -2.053
H -0.388 4.641 -2.200
H 1.384 4.733 -1.941
H 0.744 3.990 -3.414
H 2.959 1.783 0.400
H 3.088 4.671 -0.677
H 4.481 3.604 -0.377
H 3.298 3.158 -1.614
H 2.222 2.764 2.579
H 3.902 3.123 2.176
H 2.664 4.412 1.994
H -0.237 3.656 2.085
H -0.297 5.640 -0.264
H -0.521 5.966 1.475
H 1.093 5.514 0.859
H -2.059 2.504 0.687
H -2.457 4.087 1.410
H -2.078 3.989 -0.331


14.
9
Properties=species:S:1:pos:R:3 method="wB97M-V/def2-TZVPD" e_lumo_ev=0.65 de_lowest_kcal_mol=77.5 homo_energy_ev=-10.295
C 0.444 0.176 -1.104
N -0.685 -0.060 -0.595
C -0.718 -0.338 0.844
O 1.636 0.059 -0.332
H 0.429 0.216 -2.188
H 1.138 0.964 -0.294
H -0.096 -1.126 1.248
H -0.402 0.619 1.275
H -1.747 -0.511 1.145